{"formula": "C68H164F12N16O36S4", "method": "wB97M-V/def2-TZVPD", "elements": ["C", "C", "N", "C", "C", "C", "C", "C", "O", "C", "H", "H", "H", "H", "H", "H", "H", "H", "H", "H", "H", "H", "H", "H", "H", "H", "H", "H", "H", "H", "C", "C", "N", "C", "C", "C", "C", "C", "O", "C", "H", "H", "H", "H", "H", "H", "H", "H", "H", "H", "H", "H", "H", "H", "H", "H", "H", "H", "H", "H", "C", "C", "N", "C", "C", "C", "C", "C", "O", "C", "H", "H", "H", "H", "H", "H", "H", "H", "H", "H", "H", "H", "H", "H", "H", "H", "H", "H", "H", "H", "C", "C", "N", "C", "C", "C", "C", "C", "O", "C", "H", "H", "H", "H", "H", "H", "H", "H", "H", "H", "H", "H", "H", "H", "H", "H", "H", "H", "H", "H", "C", "C", "N", "C", "C", "C", "C", "C", "O", "C", "H", "H", "H", "H", "H", "H", "H", "H", "H", "H", "H", "H", "H", "H", "H", "H", "H", "H", "H", "H", "C", "O", "C", "C", "N", "H", "H", "C", "C", "O", "C", "H", "H", "H", "H", "H", "H", "H", "H", "H", "H", "H", "H", "H", "H", "C", "O", "C", "C", "N", "H", "H", "C", "C", "O", "C", "H", "H", "H", "H", "H", "H", "H", "H", "H", "H", "H", "H", "H", "H", "C", "O", "C", "C", "N", "H", "H", "C", "C", "O", "C", "H", "H", "H", "H", "H", "H", "H", "H", "H", "H", "H", "H", "H", "H", "C", "O", "C", "C", "N", "H", "H", "C", "C", "O", "C", "H", "H", "H", "H", "H", "H", "H", "H", "H", "H", "H", "H", "H", "H", "N", "O", "O", "O", "N", "O", "O", "O", "N", "O", "O", "O", "N", "O", "O", "O", "N", "O", "O", "O", "C", "F", "F", "F", "S", "O", "O", "N", "S", "O", "O", "C", "F", "F", "F", "C", "F", "F", "F", "S", "O", "O", "N", "S", "O", "O", "C", "F", "F", "F"], "xyz": [[18.35487, 6.21886, 32.11260], [18.47654, 4.77807, 31.67652], [18.81315, 3.89168, 32.86325], [19.03644, 2.48681, 32.39906], [20.17456, 4.33191, 33.33889], [20.90550, 3.56793, 34.37597], [17.85844, 3.94498, 34.07029], [16.41724, 3.91791, 33.82436], [16.12159, 3.02041, 32.77076], [14.73236, 3.22879, 32.44400], [18.09966, 6.83089, 31.21400], [19.27674, 6.62017, 32.52032], [17.53198, 6.39173, 32.86601], [19.21318, 4.59494, 30.91698], [17.54388, 4.39504, 31.26866], [19.82363, 2.47609, 31.61841], [18.02890, 2.15788, 32.03460], [19.30763, 1.82816, 33.24140], [19.92459, 5.31676, 33.72115], [20.79549, 4.50899, 32.43318], [21.88019, 3.99748, 34.58945], [21.11395, 2.53228, 34.15911], [20.38278, 3.62508, 35.31429], [18.06799, 4.84444, 34.65951], [18.22652, 3.14832, 34.68994], [16.01997, 4.94978, 33.68185], [15.98784, 3.57288, 34.74294], [14.49969, 2.44779, 31.80554], [14.47805, 4.25895, 32.12221], [14.11740, 3.04568, 33.31645], [8.76398, -8.16766, 30.52207], [7.76859, -8.70328, 31.62365], [7.53980, -7.78560, 32.83202], [7.03052, -6.52767, 32.40784], [6.48106, -8.39811, 33.69277], [6.63917, -9.87821, 34.11853], [8.80303, -7.71056, 33.59728], [8.79842, -7.21999, 35.04391], [8.67153, -5.87198, 35.00425], [8.50270, -5.25990, 36.22465], [8.69342, -8.79070, 29.65804], [9.77625, -8.02786, 30.93966], [8.41434, -7.19156, 30.22931], [8.14803, -9.66900, 31.96204], [6.81235, -8.72893, 31.10028], [6.12208, -6.65501, 31.76991], [7.75484, -5.97504, 31.80074], [6.88297, -5.84059, 33.29011], [5.54577, -8.30417, 33.16685], [6.33252, -7.69830, 34.48338], [7.57276, -9.95550, 34.72943], [6.69308, -10.57826, 33.28324], [5.81513, -10.14938, 34.81912], [9.43704, -6.97697, 33.08452], [9.23440, -8.71544, 33.44557], [9.80239, -7.46699, 35.41156], [8.09879, -7.74130, 35.67873], [8.19183, -4.22991, 36.11415], [9.44587, -5.16823, 36.79155], [7.77337, -5.76988, 36.92577], [13.94913, -3.68775, 31.27545], [12.87703, -4.22295, 30.35290], [13.00586, -5.60844, 29.86782], [14.24385, -5.70685, 29.04813], [13.04482, -6.53451, 31.09004], [12.86506, -8.04216, 30.96453], [11.84297, -5.97731, 28.97440], [11.55079, -5.23369, 27.69181], [12.17971, -5.92377, 26.59186], [12.25707, -5.19147, 25.33222], [14.12254, -4.28020, 32.23549], [13.58868, -2.73742, 31.80694], [14.88233, -3.44833, 30.74841], [12.80242, -3.57281, 29.49409], [11.87800, -4.21956, 30.80166], [14.32051, -6.70131, 28.71123], [15.16320, -5.39440, 29.58562], [14.07827, -5.03230, 28.21059], [12.38027, -6.02790, 31.85429], [14.09141, -6.41161, 31.42558], [12.98411, -8.43027, 31.94338], [13.55195, -8.58800, 30.24908], [11.84168, -8.43724, 30.74789], [10.93147, -6.01261, 29.57880], [11.95098, -7.02243, 28.71947], [11.83341, -4.17806, 27.75294], [10.45008, -5.34928, 27.54407], [11.29456, -4.73727, 25.20248], [12.46393, -5.94942, 24.56594], [13.08087, -4.46622, 25.45980], [10.74798, 4.52647, 40.53963], [12.28097, 4.69728, 40.32677], [12.99918, 3.47694, 39.64544], [12.43971, 3.32107, 38.32854], [14.44611, 3.74189, 39.58210], [15.20949, 2.68448, 38.92239], [12.71095, 2.20948, 40.38696], [13.20555, 2.13129, 41.82791], [12.70260, 3.25632, 42.55602], [12.51517, 2.98581, 43.90918], [10.44754, 3.64056, 41.01384], [10.18171, 4.58443, 39.57437], [10.45523, 5.27343, 41.29502], [12.69354, 4.97755, 41.26889], [12.50983, 5.48487, 39.58371], [12.51376, 4.31797, 37.84291], [11.32866, 3.16623, 38.40085], [12.91841, 2.54126, 37.80331], [14.82936, 3.88188, 40.57407], [14.75256, 4.66374, 39.12801], [16.21535, 3.09942, 38.70333], [14.83693, 2.35806, 37.92997], [15.27960, 1.75774, 39.48212], [13.21869, 1.44532, 39.75556], [11.64254, 2.03146, 40.23192], [14.34894, 2.05722, 41.94577], [12.90820, 1.13965, 42.21192], [13.43631, 2.73065, 44.44790], [11.74774, 2.24619, 44.07779], [12.11825, 3.88594, 44.37469], [1.28264, -1.17648, 37.60271], [1.75457, -2.51503, 38.11965], [2.97400, -2.42065, 39.07060], [2.80227, -1.23430, 39.98370], [2.93879, -3.61245, 40.02672], [2.96063, -4.94249, 39.30993], [4.22494, -2.35365, 38.25248], [5.55830, -2.01604, 39.02930], [5.94257, -3.05465, 39.84510], [7.27389, -3.44784, 39.75235], [2.02504, -0.57881, 37.09260], [0.82000, -0.48063, 38.35581], [0.43868, -1.42289, 36.92846], [2.08808, -3.21257, 37.34626], [0.94332, -3.00660, 38.68340], [3.21253, -0.41757, 39.37321], [3.42137, -1.35457, 40.91424], [1.75621, -1.12357, 40.23571], [2.06223, -3.46481, 40.61456], [3.85652, -3.48651, 40.57130], [3.86616, -5.06502, 38.72941], [2.17291, -5.03313, 38.54064], [2.93180, -5.68579, 40.10219], [4.04110, -1.69212, 37.45178], [4.34097, -3.30656, 37.73119], [5.43914, -1.08235, 39.63951], [6.29648, -1.74388, 38.28428], [7.57375, -3.34321, 38.77146], [7.23715, -4.46370, 40.17105], [7.89869, -2.85693, 40.41146], [11.22177, 2.79659, 30.71413], [10.58620, 2.40951, 29.51804], [9.40632, 1.56638, 29.70503], [9.86845, 0.07356, 29.69618], [10.31138, -0.27317, 28.38184], [8.48667, -1.64887, 27.53094], [10.79311, 0.51991, 27.97760], [11.09025, -1.50090, 28.21831], [11.26839, -1.75422, 26.75326], [10.06258, -2.16772, 26.21146], [9.89703, -1.72460, 24.87912], [11.88239, 3.66155, 30.71999], [11.86630, 1.98264, 31.00105], [10.51424, 2.99686, 31.50088], [8.76229, 1.87304, 28.88238], [8.90636, 1.81091, 30.64385], [9.08666, -0.55185, 30.07401], [10.65064, 0.04086, 30.52281], [10.58424, -2.28096, 28.69231], [12.03959, -1.41865, 28.81846], [12.04929, -2.49577, 26.57047], [11.58678, -0.77142, 26.24789], [10.63597, -2.19530, 24.23544], [9.99898, -0.62718, 24.79337], [8.88777, -2.05759, 24.55945], [6.53087, -2.09332, 31.73987], [7.69876, -2.65148, 32.21678], [7.94221, -2.23635, 33.51687], [9.18601, -2.96276, 34.00483], [10.47145, -2.77770, 33.22678], [11.23008, -3.34949, 33.62840], [10.38479, -3.03632, 32.21558], [10.97548, -1.36169, 33.32851], [12.17955, -1.25669, 34.28058], [13.24611, -1.73491, 33.56444], [14.44839, -1.60153, 34.24513], [6.40099, -2.13614, 30.66480], [6.56947, -0.99643, 31.91479], [5.69942, -2.42331, 32.34307], [7.19567, -2.49795, 34.21174], [7.99701, -1.13942, 33.48499], [9.02243, -4.00090, 33.96743], [9.48154, -2.54407, 34.98685], [10.13914, -0.78634, 33.77607], [11.22045, -1.02773, 32.33610], [11.90291, -1.84995, 35.13969], [12.38593, -0.20168, 34.62029], [15.21062, -1.98436, 33.61676], [14.49866, -1.91842, 35.28396], [14.67623, -0.56553, 34.38624], [16.19092, -6.84855, 35.37017], [16.81222, -6.20246, 36.46746], [15.93120, -5.63952, 37.45450], [16.82522, -5.02182, 38.51211], [18.14383, -4.61100, 37.85557], [18.95383, -4.81668, 38.38081], [18.17651, -5.18699, 37.00623], [18.23109, -3.10723, 37.54485], [19.47225, -2.96106, 36.55713], [20.46073, -3.86366, 37.10550], [21.59031, -3.88839, 36.22103], [15.37229, -7.51275, 35.64241], [16.98840, -7.46148, 34.89446], [15.78569, -6.10814, 34.72165], [15.15262, -6.29931, 37.88775], [15.31234, -4.84302, 37.07122], [17.12990, -5.84707, 39.16789], [16.35788, -4.21308, 39.00680], [18.44480, -2.57139, 38.47597], [17.32249, -2.85310, 37.05192], [19.82177, -1.91076, 36.47216], [19.15201, -3.22452, 35.54925], [21.83359, -2.81281, 36.01221], [21.33885, -4.30080, 35.26514], [22.46207, -4.39350, 36.63932], [5.65165, -4.89579, 29.20118], [4.43025, -5.21824, 29.81579], [4.11165, -4.34048, 30.82887], [2.55138, -4.31556, 30.86119], [2.09297, -3.91093, 29.51772], [2.74113, -4.30537, 28.75219], [1.17990, -4.30177, 29.24778], [1.92598, -2.39987, 29.39365], [2.76076, -1.63992, 28.36621], [2.65282, -2.17457, 27.04299], [2.56805, -1.15896, 26.06978], [5.55051, -3.99047, 28.56257], [6.01272, -5.67717, 28.56114], [6.48540, -4.69739, 29.88299], [4.52881, -3.39059, 30.56537], [4.44125, -4.58858, 31.83829], [2.17407, -3.64838, 31.63272], [2.24289, -5.37099, 30.89334], [2.13995, -1.99633, 30.38949], [0.88532, -2.22347, 29.31633], [3.80986, -1.50314, 28.70038], [2.30533, -0.61853, 28.32485], [1.61464, -0.59876, 26.18284], [2.50286, -1.66444, 25.12583], [3.39378, -0.45646, 26.12490], [17.92138, 0.02565, 35.31082], [19.11823, -0.11273, 34.94854], [17.15856, -0.93463, 35.49308], [17.49990, 1.21843, 35.42810], [6.81397, -2.01518, 27.07647], [5.63881, -1.56267, 26.86691], [7.68423, -1.16786, 27.44907], [7.15908, -3.19020, 26.79821], [12.62846, -5.07170, 34.78224], [11.98148, -5.01781, 33.68754], [12.43873, -4.23602, 35.68968], [13.48145, -5.94894, 34.99308], [5.26757, -4.90154, 35.19521], [5.19874, -4.00460, 36.11413], [5.68722, -6.06713, 35.57630], [4.99849, -4.56023, 34.04428], [9.46305, -4.36015, 30.60885], [8.82005, -4.73381, 29.64774], [9.66255, -5.11963, 31.58815], [10.11144, -3.30649, 30.60814], [10.02868, 1.11886, 36.62831], [11.23243, 0.49304, 36.55333], [10.31887, 2.41078, 36.66867], [9.32623, 0.82989, 35.45923], [9.04913, 0.57900, 38.14695], [8.85447, -0.78764, 37.92193], [9.92712, 0.93575, 39.23173], [7.79737, 1.50149, 38.12447], [6.49798, 1.10872, 37.19380], [6.84223, 0.20250, 36.12920], [5.33572, 0.91742, 37.99300], [6.20040, 2.68731, 36.20759], [5.22414, 2.40348, 35.34917], [5.79632, 3.68252, 36.96108], [7.30853, 3.04692, 35.55218], [-1.08193, 1.67312, 31.28395], [-0.29313, 2.56728, 30.70189], [-1.53703, 2.31968, 32.42404], [-2.04785, 1.40831, 30.48488], [-0.23390, 0.03414, 31.65073], [-1.21413, -0.75979, 32.34724], [0.28336, -0.44667, 30.39997], [0.79626, 0.49954, 32.72027], [2.43208, 0.31802, 32.54515], [2.86814, -0.98148, 32.00284], [3.15605, 1.47787, 32.11287], [3.02037, 0.16585, 34.32208], [4.29144, -0.02610, 34.33622], [2.73374, 1.24141, 35.12107], [2.35377, -0.93268, 34.81658]], "atomic_forces_ev_per_a": [[-1.1, 1.0, -0.4], [-1.1, -0.3, 1.1], [1.2, -0.6, 0.2], [-1.7, -0.9, -0.4], [0.3, 2.1, -0.8], [0.2, -0.6, 0.8], [2.3, 0.5, 0.1], [-0.4, 0.0, -0.8], [-1.3, 1.5, 0.2], [0.6, 0.6, 1.4], [0.2, -0.4, 0.7], [0.0, 0.1, -0.1], [0.9, -0.3, -0.8], [0.6, 0.1, -0.1], [-0.2, 0.0, 0.1], [-0.6, 0.1, 0.4], [1.2, 0.0, 0.0], [-0.1, 0.4, -0.3], [0.6, 0.1, 0.2], [-0.5, -0.4, 0.4], [0.0, 0.4, -0.3], [-0.2, -0.4, -0.2], [-0.3, -0.2, 0.5], [0.2, 0.1, -0.4], [-0.3, -0.8, 0.1], [0.1, -0.6, -0.5], [-0.5, -0.4, 0.7], [-0.6, -1.0, -1.9], [0.5, -0.6, -0.3], [-0.1, 0.0, 0.6], [-0.6, 0.8, 2.3], [0.9, 0.9, -1.4], [0.0, -2.6, -0.2], [-0.7, 3.5, -0.6], [-1.0, -1.4, -0.1], [0.9, 0.9, 1.1], [1.4, 0.0, -0.3], [1.0, -1.6, -0.8], [-0.9, 1.3, -0.8], [-0.1, 0.3, 2.9], [0.3, -0.7, -0.4], [-0.4, -0.3, -0.5], [0.0, 0.5, -0.3], [-0.6, 0.1, 0.2], [-0.2, -0.5, 0.4], [0.5, 0.0, 0.9], [0.1, -0.5, 0.1], [-0.4, -1.1, -0.9], [-0.3, 0.0, -0.7], [0.1, 0.2, 0.9], [-0.6, -0.3, -0.5], [-0.2, 0.1, 0.2], [0.5, 0.3, -0.7], [0.0, -0.3, -0.1], [0.1, 0.5, 0.7], [0.1, -0.3, 0.1], [-0.6, 0.0, 0.3], [-0.5, 0.1, -0.4], [0.1, -0.3, -0.3], [0.5, 0.4, -1.1], [0.0, 0.7, 2.3], [-1.1, 0.7, 0.9], [0.5, -1.0, -0.7], [0.2, 1.1, 0.3], [0.6, 0.7, 0.8], [-1.1, -0.7, -1.9], [-0.9, -0.8, 0.5], [-0.3, -0.6, -1.0], [0.4, 0.2, 0.3], [0.5, -0.8, 1.9], [0.0, 0.2, -1.6], [0.3, -1.1, -1.4], [-0.2, -0.2, 0.3], [0.0, 0.1, -0.4], [0.5, 0.3, 0.2], [0.3, -1.1, -0.5], [-0.8, -0.3, 0.0], [0.2, -0.2, -0.2], [0.6, -0.9, -0.8], [-0.6, 0.1, 0.2], [0.7, -0.3, 1.1], [-0.5, 0.9, 0.9], [0.6, 0.8, -0.3], [0.3, 0.5, 0.3], [0.5, -0.3, -0.2], [-0.2, -0.1, -0.2], [0.6, 0.6, 0.2], [-0.4, 0.6, -0.6], [0.0, 0.5, 0.2], [-0.4, -0.1, -0.6], [0.6, 1.2, -1.3], [-1.0, 0.1, -1.6], [-0.7, 1.3, 2.4], [-2.6, 2.1, -0.8], [0.5, 0.4, 0.7], [1.5, -1.4, -1.8], [0.7, -1.0, -0.6], [1.1, 0.1, 0.1], [0.4, -1.2, -0.8], [-0.2, 0.6, 1.3], [0.0, -1.6, 0.5], [0.3, 0.3, 1.1], [0.0, 0.2, -0.8], [0.9, -0.4, 0.3], [-0.4, -0.1, 0.5], [0.3, -0.8, -0.2], [1.4, -0.3, 0.1], [0.2, -0.7, -0.6], [-0.2, -0.2, 0.9], [-1.0, 0.8, -0.7], [-0.4, -0.6, 0.3], [0.1, 0.5, 0.5], [0.3, 0.0, 0.3], [-0.4, 0.2, 0.7], [0.2, 0.0, 0.5], [-1.3, 0.5, -0.5], [-0.5, 0.5, 0.1], [0.0, -0.1, -0.3], [-0.1, -0.7, -0.1], [0.1, 0.2, -0.1], [-1.4, 0.5, 0.2], [0.6, 0.0, 0.8], [-1.3, -0.3, 1.1], [1.5, 0.2, -0.4], [1.0, 0.1, -1.9], [-0.2, 0.3, -0.5], [1.3, -0.9, 1.0], [-1.9, 1.6, -0.3], [-1.1, -0.4, 0.5], [-0.7, -0.8, 2.6], [0.1, -0.2, -0.3], [0.5, -1.0, -0.3], [0.6, 0.3, 0.0], [-0.2, 0.4, -0.1], [0.4, 0.2, -0.1], [-0.5, 0.3, 0.7], [-0.6, 0.0, -1.0], [0.0, 0.1, 0.0], [-0.6, 0.0, 0.6], [0.2, -0.2, 0.7], [0.5, -0.1, 0.2], [-0.1, -0.3, 0.9], [-0.3, -0.4, -0.3], [-0.1, 1.3, -0.7], [0.0, 0.0, 0.4], [-0.1, -0.6, -0.5], [0.2, -0.2, -0.4], [1.1, -0.3, -2.2], [0.6, 0.1, -0.6], [0.3, 0.4, 0.1], [0.1, -0.8, 0.3], [-0.6, 0.6, -0.1], [1.3, -0.1, -0.1], [0.4, 1.9, 1.1], [-0.1, -0.4, -0.4], [2.4, -0.9, 0.0], [0.1, 0.0, 0.0], [1.0, 2.1, 0.7], [1.3, 1.5, -0.4], [-0.7, 0.0, -0.1], [-0.9, -0.2, -0.3], [-0.2, 0.3, -1.1], [0.4, -0.6, 0.7], [-0.5, -0.1, 0.4], [-0.1, -0.5, -0.1], [0.1, 0.0, 0.1], [-0.7, -0.6, -0.1], [-0.3, -0.2, -0.9], [-1.1, -1.4, 0.6], [-0.1, -0.1, -0.8], [0.2, 0.0, -0.2], [-0.2, -1.2, 0.6], [0.2, -0.1, -0.2], [-0.2, -0.4, 0.1], [0.6, 0.3, 0.1], [-0.6, 2.3, 0.4], [0.6, -1.3, -0.9], [2.1, 0.5, -0.7], [1.3, 1.7, 0.2], [0.2, 1.6, 0.0], [-0.5, -0.9, -0.1], [-0.3, -0.1, 0.4], [-0.9, 0.5, 1.2], [-1.6, 1.2, -0.7], [0.3, -1.0, -0.1], [0.4, 1.0, 0.5], [0.1, -0.8, -0.1], [-0.1, -0.1, 0.0], [-0.7, -0.4, -0.2], [-1.4, -0.4, 0.9], [0.3, 0.0, 0.5], [-0.3, -1.3, 0.4], [-0.6, -0.7, -0.1], [0.5, 0.0, -0.6], [0.1, 0.3, -0.3], [0.4, -0.4, 0.7], [-0.4, -0.8, -0.4], [0.8, -0.7, -0.2], [-0.4, -1.1, 0.0], [0.2, 1.2, -0.2], [0.8, -1.0, -0.3], [-0.8, -0.1, 1.4], [-0.4, 0.6, -0.7], [1.9, -2.3, -0.3], [-2.0, 1.8, -0.1], [1.0, -0.5, 0.9], [0.1, 0.1, -0.3], [2.3, -1.1, -1.1], [-0.9, -0.1, 1.5], [-0.1, 0.4, -0.9], [0.2, 1.9, 0.2], [0.0, 0.0, 0.4], [-0.6, 0.6, 0.2], [-0.2, 0.4, -0.7], [0.9, -0.3, -0.2], [-0.2, 0.4, -1.0], [-0.2, 0.5, 0.4], [-0.2, 0.8, 0.6], [-0.4, -0.2, -0.2], [-0.6, 0.6, -0.2], [-0.1, -0.6, 0.3], [0.1, -0.4, -0.1], [0.3, -0.9, 0.2], [-0.3, -0.6, -0.5], [-0.4, 0.0, 0.3], [0.9, 1.2, -0.6], [0.5, -1.5, -0.5], [-2.0, 0.6, 0.7], [1.5, -1.2, -0.6], [0.2, 0.5, -2.5], [-0.7, 0.7, 1.5], [0.4, 0.0, 0.5], [0.9, 0.3, 0.5], [-0.6, 0.6, -0.3], [0.2, -0.4, 1.2], [-1.1, 0.3, 0.2], [-0.1, -0.4, 0.3], [-0.3, -0.7, -0.3], [-0.4, 0.0, 0.4], [-0.1, 1.0, 0.1], [0.3, -0.4, -0.1], [-0.3, -0.2, -0.1], [0.0, 0.4, 0.9], [0.3, 0.0, -0.4], [-0.9, 0.1, -0.7], [-0.4, -0.3, -0.4], [0.3, -0.6, 0.5], [0.4, -0.1, 0.1], [0.3, -0.1, -0.6], [0.3, 0.0, -0.1], [0.4, 1.6, -0.7], [-0.6, -0.6, 0.3], [0.4, -0.1, 0.2], [-0.2, -0.8, 0.2], [-5.3, -2.9, -3.5], [3.6, -1.2, 1.2], [-0.3, 2.5, 1.1], [-0.4, 2.6, 1.1], [0.4, 0.2, 0.9], [0.5, 0.0, 0.8], [-0.6, 0.2, -0.8], [-0.3, -0.3, -0.9], [1.0, 0.7, 3.1], [0.0, -1.3, -1.3], [-1.1, 1.7, -1.7], [0.2, -1.2, -0.3], [1.3, -1.5, 0.9], [-0.9, 0.2, -0.8], [-0.3, -0.2, 0.2], [-0.2, 1.8, -0.7], [-0.6, -1.1, -0.8], [-0.6, -0.1, 0.1], [-0.4, 0.6, -0.4], [1.4, 0.6, 1.6], [0.8, 2.0, -0.4], [-0.5, -2.5, -0.4], [0.1, 0.6, 0.0], [-1.1, 0.0, -0.4], [1.7, 0.6, -0.9], [-0.5, -0.2, 0.5], [-0.4, -0.1, 0.3], [-0.1, -0.8, 0.3], [0.4, 0.1, -0.1], [0.0, 0.6, 0.5], [-0.2, -0.1, 0.0], [1.1, 0.9, 2.1], [0.7, -0.2, -0.3], [0.2, -1.4, -1.2], [-2.0, -0.3, -1.1], [-0.9, 0.0, 1.5], [-0.2, 0.3, -0.9], [0.0, 0.3, -0.3], [3.9, 0.1, 0.2], [-0.9, -0.5, 0.3], [-0.7, 1.2, 0.4], [-0.4, 0.1, -0.4], [-3.0, 0.2, 0.2], [1.2, -0.4, 0.1], [0.1, -1.2, -0.9], [0.9, 0.9, 0.1]], "multiplicity": 1, "e_tot_ev": -246632.632, "total_charge": 2}